Entry from the OMol25 dataset: a structure of composition C25H34N6O2 (ωB97M-V with the def2-TZVPD basis set).

The geometry in XYZ format:
```
67
Properties=species:S:1:pos:R:3:forces:R:3
C -0.445232 5.316730 3.092128 0.86 2.97 -2.45
C 0.929167 5.807519 2.520696 1.14 3.74 1.41
H 1.155354 5.437258 1.532006 -0.53 0.24 -0.64
H 0.967050 6.977164 2.605351 -0.49 -1.86 -1.02
C 2.226755 5.493865 3.303344 -9.25 -1.98 7.57
N 2.274324 4.080494 3.380679 -0.44 -1.69 1.50
C 2.716108 3.468172 2.394680 4.62 -8.51 -5.42
C 2.892179 1.941763 2.614276 -1.91 5.20 2.67
C 2.248708 1.925886 3.912956 -1.05 -0.68 -0.84
N 1.855606 3.153785 4.263036 -0.58 0.35 3.41
C 1.849417 0.606591 4.874990 -5.38 2.81 -8.89
H 1.267429 0.971180 5.584990 -2.19 1.15 3.57
H 2.748000 0.397695 4.963807 8.11 -3.16 2.37
H 1.324836 -0.112100 4.118342 0.90 1.20 1.69
C 3.345606 0.796135 1.773865 -6.42 -0.52 8.35
N 2.061393 -0.073713 1.688422 4.56 -3.22 -0.53
C 2.522876 -1.284464 0.905232 0.94 -4.09 10.86
C 1.429087 -2.345100 1.010991 4.09 -4.82 0.36
H 1.895771 -3.505802 0.515766 -1.33 3.44 1.47
H 1.084739 -2.621827 2.103876 0.76 0.94 -2.30
C 0.398739 -1.861625 0.180617 -5.52 -0.90 0.41
N -0.858224 -2.807049 0.482738 4.47 4.25 -17.67
C -1.506893 -3.527500 -0.607623 -1.27 2.53 -1.33
C -2.515197 -4.267832 0.053602 2.74 -1.91 -6.83
C -1.921013 -4.246774 1.270551 -10.60 -7.16 3.47
N -1.234664 -3.294821 1.440084 4.75 2.95 15.44
H -2.723901 -4.426485 1.975005 0.93 -1.07 1.64
H -3.049098 -5.082497 -0.515550 0.28 1.26 1.15
N -1.321895 -3.111661 -1.972900 -1.33 -1.61 -0.37
C -1.922082 -3.841287 -3.104101 4.12 -0.09 1.81
O -2.521165 -4.889842 -2.936435 0.15 1.97 -0.76
C -1.322234 -3.241120 -4.495544 -16.11 -0.91 4.07
C -1.889293 -1.853487 -4.558166 0.41 3.16 -4.32
O -1.000289 -0.911049 -3.853586 0.79 -3.24 0.20
C -1.291798 0.377401 -3.606350 6.64 -4.93 5.42
C -2.340858 0.812640 -4.068394 -3.52 10.22 -0.84
C -2.390420 2.288718 -3.988856 -5.89 3.25 2.04
C -1.927385 3.010867 -2.892412 5.41 -1.39 -1.70
C -0.637887 2.299372 -2.391300 -2.00 2.75 4.02
C -0.442546 0.974691 -2.521200 -13.81 9.75 -8.41
H 0.196622 0.464486 -2.303778 13.15 -9.79 5.17
H -0.116845 2.890794 -1.514350 -0.55 -1.27 -1.98
H -1.858963 4.140411 -2.756939 -0.83 -1.74 -0.34
H -3.391751 2.990860 -4.411654 2.86 -2.68 0.33
H -2.884527 0.507515 -4.800125 -3.29 -2.83 -4.19
H -2.972083 -1.746043 -4.378726 0.56 -0.14 1.00
H -1.896761 -1.456846 -5.723753 0.32 -1.00 2.49
H -0.480017 -3.310641 -4.730848 13.43 -0.89 -2.31
H -1.826938 -3.954434 -5.224614 0.10 1.29 0.53
H -0.672570 -2.342354 -2.135066 -0.66 -0.42 -0.38
C -0.070498 -0.591692 0.768837 -3.42 2.40 0.08
C 1.125156 0.361391 0.808471 -4.95 4.88 -1.60
H 1.445932 0.458936 -0.336955 -0.16 0.39 1.96
H 0.644380 1.384714 1.233966 1.34 -1.73 -1.38
H -0.647709 -0.715475 1.724055 1.71 -0.41 0.04
H -1.096023 -0.169691 0.308025 2.69 -0.49 -0.40
H 0.638350 -1.714641 -0.913547 -0.42 -0.80 1.14
H 2.978850 -1.165751 0.054524 2.04 1.15 -5.13
H 3.443971 -1.859083 1.655085 -2.24 1.88 -2.18
H 3.346274 1.095660 0.914094 2.09 3.18 -9.86
H 4.052675 0.262641 2.259428 2.52 -1.79 0.72
H 3.169310 3.784881 1.496032 0.16 1.48 -0.69
H 3.114421 5.850419 3.160733 4.89 2.52 -1.45
H 1.889557 5.728270 4.675083 1.24 -0.22 -4.11
H -1.216515 5.740751 2.359038 0.88 -0.85 1.03
H -0.390929 4.287698 3.034406 -0.59 -2.27 0.42
H -0.649488 5.753776 4.053446 0.06 -0.24 0.51
```
Forces are in eV/Å.

Summary:
HOMO-LUMO gap   8.328 eV
M   450.59 g/mol
Highest occupied orbital energy   -7.891 eV
Energy above the lowest of the compared OMol25 structures with the same formula, charge and spin   552.6 kcal per mole
Strongest force on any atom   0.367 hartree/bohr
Total energy   -1451.2165 Eh
E_LUMO   0.437 eV

Entry from the OMol25 dataset: a structure of composition C25H34N8OPdS2SeSi2Te (ωB97M-V with the def2-TZVPD basis set).

The geometry in XYZ format:
```
75
Properties=species:S:1:pos:R:3:forces:R:3
Pd -1.487238 -1.550963 0.354540 -0.57 -0.92 0.34
C 3.143385 -4.085516 1.949298 0.03 0.02 0.03
S 2.718967 -3.979012 0.213948 0.09 -0.04 0.02
C 1.128167 -3.391082 0.243096 -0.07 0.04 -0.23
S 0.242790 -2.931593 1.594583 0.01 0.06 -0.05
N 0.636670 -3.428852 -1.055124 -0.01 -0.14 0.26
N -0.625387 -3.043060 -1.095674 0.15 0.28 -0.20
C -1.397983 -3.545121 -2.002780 0.06 0.00 0.02
C -2.795006 -3.174919 -1.946136 -0.11 -0.02 -0.02
C -3.697760 -3.650077 -2.882820 0.06 -0.01 0.00
C -5.030570 -3.266125 -2.789315 -0.04 0.03 0.02
C -5.404864 -2.431148 -1.755848 -0.01 -0.02 -0.04
C -4.438005 -1.999319 -0.849049 0.03 0.06 -0.01
N -3.165055 -2.359601 -0.929581 -0.05 0.09 0.00
H 4.207602 -4.309754 1.981658 0.00 -0.01 0.01
H 2.580768 -4.893258 2.416533 -0.02 0.02 -0.01
H 2.937103 -3.143299 2.452593 0.03 -0.01 0.00
H -1.026665 -4.269720 -2.722051 0.00 -0.01 0.01
H -3.356245 -4.301872 -3.676117 0.00 0.01 0.01
H -5.754309 -3.610201 -3.515367 0.00 0.00 0.01
H -6.425937 -2.095501 -1.640305 0.00 0.00 -0.01
H -4.702185 -1.315408 -0.052772 0.01 -0.01 0.00
O -2.154021 0.494666 0.030071 0.13 0.06 0.01
N -3.181410 0.906991 -0.664644 0.02 0.02 -0.10
C -3.172830 0.648573 -1.937540 0.05 -0.01 0.14
C -2.075959 -0.049242 -2.546342 -0.05 -0.06 -0.13
N -1.183378 -0.616282 -2.998865 0.10 0.03 0.03
C -4.307825 0.981908 -2.739517 -0.10 0.04 -0.05
N -5.220741 1.170861 -3.409988 0.01 0.00 0.02
C 3.078471 3.434355 -2.432954 -0.04 -0.05 -0.03
Si 1.726893 2.401994 -3.203307 0.05 0.06 -0.06
C 2.330065 0.681945 -3.621100 -0.01 0.05 -0.03
C 0.889373 3.230682 -4.643820 0.05 -0.04 0.06
C 0.357966 2.224226 -1.848788 0.02 -0.01 0.04
Te 0.738814 0.685366 -0.479649 0.11 0.30 0.01
C 1.588251 1.924190 1.002308 0.10 0.07 -0.03
Si 3.210286 1.293864 1.808231 0.01 0.03 0.04
C 3.819848 2.704817 2.858665 0.01 -0.09 0.00
C 4.405211 0.854395 0.435658 -0.05 0.00 0.04
C 2.800487 -0.217882 2.838426 -0.01 0.04 -0.08
H 3.871352 3.633826 -3.157003 -0.01 -0.01 0.00
H 3.540582 2.922901 -1.584387 -0.01 0.00 0.00
H 2.701984 4.399722 -2.087890 -0.01 0.00 -0.01
H 2.973689 0.717133 -4.503121 0.00 0.00 0.01
H 1.500324 0.007576 -3.848910 0.01 0.01 0.00
H 2.924834 0.242818 -2.814186 0.00 0.00 0.00
H 1.621405 3.484542 -5.413648 0.00 -0.01 0.01
H 0.389662 4.155129 -4.348225 0.01 0.00 0.01
H 0.146280 2.572270 -5.098636 0.00 0.00 0.01
H -0.602392 2.013895 -2.314142 0.00 -0.03 -0.03
H 0.277128 3.128647 -1.243798 -0.06 -0.01 -0.03
H 0.800460 2.109982 1.737521 0.01 -0.05 0.02
H 1.783312 2.869499 0.489831 -0.01 -0.01 0.00
H 4.088860 3.571857 2.252552 -0.01 -0.01 -0.01
H 4.708873 2.408181 3.420183 0.00 0.00 -0.01
H 3.066884 3.020752 3.583990 0.00 0.00 -0.01
H 4.859354 1.746841 0.001160 -0.02 0.00 -0.01
H 3.935061 0.291288 -0.377036 0.01 -0.02 0.02
H 5.219363 0.237617 0.822702 0.00 0.02 0.01
H 2.283140 0.045319 3.763491 -0.02 0.01 -0.01
H 3.720389 -0.736652 3.119422 0.00 0.02 0.00
H 2.167525 -0.929221 2.297110 0.04 0.02 0.00
Se -4.212551 -1.735693 2.710658 0.00 -0.09 0.02
N -2.523817 -1.261182 2.330113 0.02 0.35 -0.09
C -2.180335 -0.306712 3.181804 -0.02 -0.07 0.07
C -0.905491 0.326193 3.255457 0.04 0.07 0.02
C -0.709535 1.276026 4.202273 0.02 -0.03 -0.05
C -1.740090 1.669020 5.122125 -0.05 0.00 0.02
C -2.959548 1.087084 5.098798 0.03 0.04 0.03
C -3.212565 0.068966 4.124736 0.05 -0.03 -0.03
N -4.354515 -0.577831 4.018921 -0.01 -0.03 0.00
H -0.109428 0.012977 2.590890 0.00 0.00 0.00
H 0.258935 1.754543 4.289168 0.00 0.00 0.00
H -1.518740 2.437296 5.850064 0.00 0.00 0.00
H -3.748129 1.355370 5.787860 0.01 0.00 0.00
```
Forces are in eV/Å.

Summary:
HOMO-LUMO gap (spin up / spin down)   7.321 / 5.102 eV
M   895.89 g/mol
Highest occupied orbital energy (spin up / spin down)   -14.072 / -14.067 eV
Energy above the lowest of the compared OMol25 structures with the same formula, charge and spin   26.2 kcal per mole
Charge   +2
Multiplicity   5
Expectation value of S²   6.045
Strongest force on any atom   0.022 hartree/bohr
Total energy   -5658.3200 Eh
E_LUMO (spin up / spin down)   -6.751 / -8.965 eV

Entry from the OMol25 dataset: a structure of composition C25H34NNbO2PS (ωB97M-V with the def2-TZVPD basis set).

The geometry in XYZ format:
```
65
Properties=species:S:1:pos:R:3:forces:R:3
N 6.235461 -1.631744 -3.610834 -0.59 -0.26 -0.33
C 5.568526 -0.753879 -4.595962 0.25 0.99 0.53
Nb 3.838363 0.321919 -3.637731 2.29 -1.19 -0.39
P 1.767582 -1.106051 -4.287872 -0.51 0.03 -0.01
O 1.041460 -1.802749 -3.013869 -0.25 -0.13 0.54
O 0.621264 -0.116444 -4.863253 -0.43 0.21 0.10
S 2.087843 -2.461807 -5.633479 0.36 -0.06 -0.14
H 7.228320 -1.506419 -3.619537 0.39 0.18 0.16
H 5.890898 -1.511774 -2.677298 -0.04 0.00 0.46
H 6.262779 -0.006876 -4.929626 0.57 0.55 -0.38
H 5.301471 -1.312682 -5.469047 -0.54 -0.39 -0.59
H 3.609929 1.245004 -5.214361 -0.55 -0.15 0.01
H 2.672291 1.605544 -2.996115 0.28 0.28 -0.49
H 3.872274 -0.546966 -1.991093 -0.63 -0.21 0.23
H 5.031637 1.532974 -2.958275 -0.54 -0.08 0.37
H 1.413170 -1.413775 -2.212693 0.02 -0.01 0.15
H 0.544768 0.598906 -4.216795 -0.07 0.24 -0.17
C 3.212592 -1.030709 1.220954 0.07 0.01 0.05
C 2.297392 -1.894811 0.642447 0.00 -0.10 -0.09
C 0.963664 -1.842107 1.014560 -0.06 -0.07 -0.02
C 0.542891 -0.924626 1.965337 -0.08 0.01 0.05
C 1.458544 -0.062137 2.546204 0.00 0.02 0.03
C 2.793922 -0.117023 2.174431 0.04 0.03 0.04
H 4.249840 -1.065787 0.920765 0.04 0.03 -0.07
H 2.624062 -2.602560 -0.107225 0.02 -0.01 -0.05
H 0.249633 -2.515815 0.558982 -0.02 -0.01 -0.04
H -0.500027 -0.880596 2.249206 -0.05 0.03 0.00
H 1.130643 0.658044 3.283829 -0.01 0.04 0.03
H 3.508307 0.561323 2.620672 0.03 0.05 -0.01
C -3.290920 -1.752442 2.175138 0.05 -0.05 0.02
C -3.646600 -1.651372 0.839391 0.03 -0.05 -0.04
C -4.626910 -0.752436 0.451219 -0.04 0.02 -0.04
C -5.247224 0.048538 1.397798 -0.04 0.04 -0.03
C -4.889501 -0.051296 2.733393 -0.03 0.03 0.04
C -3.911838 -0.953354 3.122422 0.01 -0.01 0.05
H -2.524940 -2.453446 2.477649 0.03 -0.04 0.01
H -3.157328 -2.269734 0.100227 0.03 -0.03 -0.04
H -4.904387 -0.676401 -0.591076 0.01 0.01 -0.05
H -6.008962 0.754785 1.094755 -0.02 0.04 -0.01
H -5.371409 0.575980 3.470622 -0.02 0.03 0.03
H -3.631618 -1.032252 4.163946 0.02 0.00 0.04
C 6.572056 1.495065 2.942509 -0.01 -0.07 -0.01
C 5.727856 2.054294 3.888518 -0.05 -0.05 0.05
C 5.782069 3.413930 4.151347 -0.03 0.02 0.04
C 6.680454 4.215280 3.464980 0.01 0.06 0.01
C 7.522878 3.656610 2.516595 0.04 0.03 -0.02
C 7.469849 2.296551 2.256099 0.05 -0.02 -0.04
H 6.525460 0.434891 2.735141 -0.01 -0.05 -0.02
H 5.022062 1.429320 4.418589 -0.02 -0.03 0.04
H 5.121559 3.849478 4.888519 -0.03 0.02 0.03
H 6.719789 5.277248 3.664837 0.00 0.05 0.01
H 8.217828 4.282974 1.975194 0.03 0.03 -0.03
H 8.123749 1.861765 1.513520 0.02 -0.02 -0.05
C -8.146753 0.070077 -1.153367 0.06 0.02 0.01
C -8.637227 -0.556380 -0.018643 0.02 -0.02 0.06
C -9.975015 -0.912901 0.051343 -0.02 -0.02 0.03
C -10.819980 -0.647946 -1.014926 -0.05 -0.01 0.01
C -10.327961 -0.023285 -2.150357 -0.04 0.01 -0.04
C -8.991696 0.337986 -2.218823 0.02 0.03 -0.05
H -7.103534 0.349447 -1.208898 0.05 0.01 -0.01
H -7.975792 -0.767995 0.809867 0.04 -0.02 0.03
H -10.358762 -1.398541 0.937935 -0.01 -0.03 0.04
H -11.862717 -0.929340 -0.961465 -0.05 -0.01 0.00
H -10.986274 0.181470 -2.983096 -0.03 0.01 -0.04
H -8.607759 0.827055 -3.103227 0.02 0.02 -0.04
```
Forces are in eV/Å.

Summary:
HOMO-LUMO gap   6.961 eV
M   536.50 g/mol
Highest occupied orbital energy   -4.921 eV
Charge   -1
Strongest force on any atom   0.051 hartree/bohr
Total energy   -1974.6482 Eh
E_LUMO   2.040 eV